No. 1
{
  "formula": "C6H15NO2",
  "method": "ωB97M-V/def2-TZVPD",
  "species": ["C", "C", "C", "N", "C", "C", "C", "O", "H", "H", "H", "H", "H", "H", "H", "H", "H", "H", "H", "H", "H", "O", "H", "H"],
  "xyz": [[-0.595932, 2.175880, 1.519588], [-0.122741, 0.838736, 2.194278], [0.449169, -0.172460, 1.263814], [-0.536109, -0.940846, 0.490431], [0.034712, -1.886547, -0.419185], [1.242281, -1.423578, -1.332997], [1.192618, -0.124801, -2.078517], [1.505862, 0.920338, -1.562379], [0.119497, 2.984970, 1.408086], [-0.864402, 1.977004, 0.483803], [-1.452274, 2.437513, 2.132175], [-1.101868, 0.473302, 2.667736], [0.526610, 1.152727, 3.003818], [1.208695, 0.211603, 0.571362], [0.989597, -0.827403, 1.984976], [-1.405176, -0.547582, 0.187114], [0.396711, -2.719505, 0.225353], [-0.793322, -2.499468, -0.820919], [2.076431, -1.397248, -0.560982], [1.681713, -2.253613, -1.924401], [0.908202, -0.133629, -3.150115], [-1.811475, 0.465135, -1.712797], [-1.801418, -0.076815, -2.509333], [-1.847380, 1.366289, -2.060911]],
  "forces_ev_per_a": [[0.01, -1.09, -0.12], [-2.38, 1.97, -0.13], [0.42, -1.13, 0.33], [0.72, -0.17, 0.66], [-0.51, -1.55, 0.73], [1.34, -1.52, 1.71], [0.17, 0.19, 0.36], [-0.12, -0.02, -0.35], [0.32, -0.01, 0.61], [-0.58, -0.14, -0.01], [-0.18, 0.85, -0.44], [1.60, -0.12, -0.50], [0.37, -0.51, 0.14], [-0.13, 0.48, 0.49], [-0.18, -0.46, -0.80], [0.26, 0.75, -0.03], [0.83, 0.48, -0.34], [0.18, 0.95, -1.00], [-0.82, 0.82, -0.85], [-1.02, 0.30, -0.31], [-0.12, -0.15, 0.08], [-0.14, 0.23, -0.50], [-0.07, -0.10, 0.06], [0.03, -0.08, 0.21]],
  "de_lowest_kcal_mol": 65.37,
  "smiles": "CCCNCCC=O.O",
  "homo_lumo_gap_ev": 8.609
}

No. 2
{
  "formula": "C36H36GeN2O10Se2Ti",
  "method": "ωB97M-V/def2-TZVPD",
  "species": ["Ti", "O", "C", "O", "C", "O", "O", "Se", "Se", "C", "C", "C", "C", "C", "N", "C", "C", "C", "C", "C", "N", "H", "H", "H", "H", "H", "H", "H", "H", "C", "C", "O", "H", "H", "H", "H", "H", "H", "O", "O", "C", "O", "H", "H", "H", "O", "C", "O", "C", "C", "Ge", "C", "C", "C", "C", "C", "C", "C", "C", "C", "C", "C", "C", "C", "C", "C", "C", "C", "C", "H", "H", "H", "H", "H", "H", "H", "H", "H", "H", "H", "H", "H", "H", "H", "H", "H", "H", "H"],
  "xyz": [[14.380099, 8.258006, 11.554663], [16.328295, 15.266391, 11.624804], [15.952872, 15.444071, 10.539213], [15.363122, 15.374933, 9.503937], [16.657800, 14.374008, 5.078172], [16.323696, 13.391979, 5.668780], [16.896055, 15.426098, 4.608655], [15.014565, 7.709825, 8.457926], [16.532541, 9.022689, 6.722845], [17.564863, 9.730745, 8.155396], [18.918386, 9.321950, 8.099209], [19.821452, 9.869927, 8.945690], [19.330379, 10.628277, 10.046908], [17.947035, 10.721439, 10.194959], [17.071893, 10.329121, 9.253396], [13.906302, 9.141331, 8.996014], [13.738375, 9.988167, 7.895474], [13.023852, 11.144275, 8.215005], [12.559463, 11.414010, 9.482089], [12.343448, 10.275922, 10.442797], [13.352188, 9.284909, 10.197107], [19.242855, 8.671326, 7.285208], [20.864530, 9.802693, 8.780093], [19.988778, 11.070893, 10.778934], [17.555587, 11.146822, 11.129753], [13.890639, 9.724162, 6.860329], [12.834450, 11.854302, 7.385539], [12.276190, 12.438465, 9.802865], [13.469030, 10.914410, 11.925000], [18.732013, 5.271846, 11.425696], [18.582560, 5.657638, 9.932909], [17.276920, 5.305192, 9.362619], [19.827502, 5.330039, 11.638176], [18.343576, 4.292320, 11.753383], [18.287828, 6.117235, 11.949674], [19.307276, 5.118144, 9.287904], [18.755352, 6.731501, 9.787612], [16.560178, 5.904512, 9.737565], [15.357873, 7.383392, 10.045895], [13.302729, 7.191265, 11.923910], [10.947470, 9.660341, 10.313373], [12.515702, 10.676950, 11.791565], [10.213402, 10.382671, 10.726858], [10.875763, 8.686575, 10.937400], [10.670382, 9.418022, 9.262588], [16.222178, 11.365022, 13.301247], [15.503517, 10.418226, 13.638759], [15.135080, 9.496407, 12.786843], [14.873919, 10.344034, 15.033065], [13.671238, 11.272164, 15.290968], [12.103546, 10.184166, 16.096193], [12.001419, 8.298101, 15.434087], [11.081255, 7.922545, 14.401226], [10.949620, 6.566526, 14.093042], [11.670055, 5.569191, 14.709308], [12.548221, 5.943265, 15.727696], [12.673067, 7.267195, 16.108951], [10.429019, 11.059636, 15.726692], [10.112180, 11.661614, 14.507217], [8.842605, 12.180904, 14.287811], [7.862936, 12.110790, 15.266093], [8.114179, 11.497750, 16.451083], [9.377736, 10.995678, 16.672924], [12.197620, 10.281576, 18.040018], [12.036206, 11.573480, 18.543873], [11.977565, 11.765999, 19.927393], [12.246328, 10.745838, 20.796283], [12.396127, 9.425594, 20.303928], [12.382140, 9.219125, 18.922730], [15.665714, 10.622735, 15.763892], [14.662993, 9.310041, 15.308007], [13.334727, 11.838489, 14.379696], [13.941653, 12.095215, 16.035520], [10.532037, 8.651406, 13.824130], [10.270542, 6.295612, 13.316191], [11.660133, 4.563291, 14.307039], [13.092789, 5.191121, 16.337339], [13.378661, 7.490466, 16.902829], [10.892835, 11.815675, 13.727953], [8.674130, 12.724910, 13.347230], [6.943478, 12.639867, 15.101494], [7.347514, 11.470981, 17.215114], [9.573660, 10.408460, 17.562058], [11.889418, 12.486884, 17.879027], [11.891225, 12.790491, 20.294026], [12.353820, 10.927076, 21.852324], [12.518931, 8.585010, 20.988344], [12.389624, 8.187236, 18.602581]],
  "forces_ev_per_a": [[3.14, 1.70, -0.69], [0.64, 1.06, -0.58], [-2.74, -2.24, -1.55], [2.09, 1.16, 2.11], [-1.40, -1.30, 2.14], [1.35, 2.82, -2.26], [0.04, -1.53, 0.14], [-1.18, -0.33, -0.67], [0.56, 0.80, -0.77], [0.30, -1.24, 0.95], [-0.16, 0.21, -1.23], [-0.72, 1.43, 1.80], [-0.28, -0.71, -0.85], [0.50, 0.22, 0.15], [0.19, -0.02, -0.64], [-0.97, 1.49, -2.65], [-1.92, -0.39, 0.82], [-0.78, 1.50, 0.08], [-0.31, 0.72, -0.53], [0.61, 0.26, -0.88], [1.33, -0.41, -2.10], [-0.18, 0.27, 0.17], [0.97, -0.43, -0.02], [0.07, -0.01, 0.08], [-0.21, -0.15, -0.50], [0.49, 0.01, 0.30], [0.45, 0.06, 0.70], [-0.13, -0.78, -0.34], [-1.05, -0.41, -0.46], [1.00, 0.95, -0.68], [-1.34, -1.13, -0.81], [0.39, 0.76, 1.03], [-0.64, -0.19, 0.08], [0.00, 0.53, -0.46], [-0.28, -0.41, 0.54], [-0.33, 0.20, 0.40], [0.04, -0.12, 0.22], [1.01, -0.42, -0.22], [2.13, -2.06, 1.87], [-4.21, -4.32, 2.34], [-0.79, -1.14, 1.16], [0.19, 0.73, 0.93], [0.20, -0.30, -0.29], [0.29, 1.48, -0.91], [0.47, 0.28, 0.66], [-0.28, -0.43, 0.89], [-0.44, 0.06, -1.77], [1.18, 1.91, 2.69], [1.20, 0.12, 1.06], [-0.90, 0.74, 0.49], [1.33, -0.12, -1.44], [-1.08, 0.12, -0.29], [1.35, -0.39, 1.34], [-0.23, 0.74, -0.24], [0.89, 0.42, 0.38], [-0.04, -0.96, 0.66], [0.14, 0.44, -0.42], [-1.69, 0.24, 0.01], [0.91, 0.42, -0.44], [0.29, 0.49, -0.58], [-0.07, 0.93, -1.30], [0.19, -0.15, 0.88], [1.04, -1.10, -0.13], [0.32, 0.32, -0.29], [-0.49, 0.71, 0.03], [0.78, 1.29, -0.70], [0.05, -1.83, 0.07], [0.05, 1.06, -0.06], [-0.64, -0.08, 0.99], [-0.28, 0.04, -0.52], [-0.25, -0.12, -0.47], [0.19, -0.81, 0.68], [-0.36, -1.11, -0.83], [-0.01, 0.15, 0.06], [-0.28, -0.11, -0.58], [-0.21, -0.03, 0.27], [-0.26, 0.43, -0.75], [-0.06, 0.10, -0.05], [-0.64, -0.41, 0.52], [-0.13, -0.35, 0.45], [-0.49, -0.06, -0.10], [0.05, -0.17, 0.09], [-0.08, 0.27, 0.30], [0.20, -1.49, 0.76], [-0.15, -0.26, 0.04], [-0.20, 0.08, 0.25], [0.05, 0.25, -0.17], [0.20, 0.07, -0.37]],
  "de_lowest_kcal_mol": 3.76,
  "multiplicity": 3,
  "s2": 2.0186,
  "total_charge": -2,
  "homo_lumo_gap_ev": [2.651, 4.463]
}

No. 3
{
  "formula": "C8H19N2",
  "method": "ωB97M-V/def2-TZVPD",
  "species": ["C", "C", "C", "C", "C", "C", "C", "C", "N", "N", "H", "H", "H", "H", "H", "H", "H", "H", "H", "H", "H", "H", "H", "H", "H", "H", "H", "H", "H"],
  "xyz": [[2.078275, -0.559567, -0.747120], [1.342149, 0.107206, 0.401668], [3.288455, -1.274396, -0.152950], [0.175707, 1.735944, -1.137107], [-0.370047, 1.668065, 1.411388], [-1.401028, -0.750557, -0.225388], [-2.623594, -0.488694, -0.912671], [0.173051, 1.009949, 0.188756], [-3.772326, -0.400513, -0.210309], [-1.341410, -1.429999, 0.980570], [2.492387, 0.214190, -1.414482], [2.109759, 0.605828, 1.208513], [4.148648, -1.475102, -0.951635], [2.963893, -2.110438, 0.303934], [3.792964, -0.483645, 0.493249], [0.578794, 1.037587, -1.814288], [0.563807, 2.743297, -1.069615], [-0.788558, 2.122154, -1.377275], [0.303801, 2.374290, 1.679937], [-1.393589, 2.018686, 1.123614], [-0.594157, 0.844495, 2.065192], [1.574977, -1.392507, -1.164088], [-0.684906, -1.005909, -0.896632], [-2.774172, -0.272746, -1.910164], [-4.595076, -0.793872, -0.711081], [-1.949002, -0.912011, 1.566553], [-0.525040, -1.826468, 1.402251], [1.038717, -0.640495, 1.125189], [-3.812472, -0.664783, 0.743985]],
  "forces_ev_per_a": [[1.83, 1.08, 0.97], [0.91, 0.63, 2.38], [3.84, 4.30, -2.54], [-1.07, -0.13, 2.26], [-3.62, -2.92, -2.81], [-0.85, -2.22, 0.55], [-0.27, 0.34, 3.69], [1.44, 0.95, -0.97], [-1.59, -0.93, -1.38], [-1.46, 2.32, -2.19], [-0.71, -0.58, -0.30], [-1.30, -0.42, -2.22], [-2.14, -0.04, 1.51], [-0.42, -2.89, 1.95], [-0.47, -1.52, -0.15], [0.53, 0.13, -1.52], [1.56, 0.07, 0.02], [-1.54, -0.63, -0.58], [1.67, 2.36, 1.61], [0.89, 0.60, 0.46], [0.52, 0.14, 1.30], [-1.28, -0.12, -1.27], [2.50, -0.49, -1.68], [0.66, 0.21, -2.07], [0.59, 0.96, 0.49], [-0.59, -0.47, 1.71], [0.49, 0.12, -0.23], [-0.23, -0.70, 0.13], [0.11, -0.17, 0.88]],
  "de_lowest_kcal_mol": 26.00,
  "multiplicity": 3,
  "s2": 2.0087,
  "total_charge": 1,
  "homo_lumo_gap_ev": [7.703, 8.304]
}